[1]
The following is a DFT calculation (wB97M-V/def2-TZVPD) of 2 unconnected molecules or ions with the total composition C4H12N3O at a distorted geometry.

The geometry in ORCA input format:
```
! RIJCOSX wB97M-V def2-TZVPD def2/J DEFGRID3
* xyz 1 3
C -0.94053 -1.39971 0.27634
C -1.90178 -2.55097 0.29607
C 2.21821 0.93008 -0.99994
C 1.16592 2.40101 0.23178
N -0.59592 -0.77693 1.40146
N 0.94585 1.37031 -0.50855
N -0.63942 -0.77493 -0.83819
O 0.16974 3.05012 0.81727
H -2.93266 -2.21083 0.75229
H -2.14356 -2.85374 -0.70851
H -1.65210 -3.48069 0.88644
H 1.93383 0.10041 -1.64527
H 2.60297 1.65451 -1.69477
H 2.85216 0.56158 -0.11885
H 2.21631 2.84233 0.24481
H -1.15755 -1.01592 2.14294
H -0.14523 0.22348 1.46667
H -0.28436 0.28845 -0.71531
H -1.12118 -1.10549 -1.67734
H -0.59069 2.74694 0.39067
*
```

As for the HOMO energy (spin up / spin down): -8.194 / -13.403 eV. The lowest unoccupied orbital energy (spin up / spin down) is -4.538 / -9.136 eV. Its expectation value of S² is 2.01. Its energy above the lowest of the compared OMol25 structures with the same formula, charge and spin is 1.903 eV. As for the HOMO-LUMO gap (spin up / spin down): 0.1343 / 0.1568 Eh.

[2]
The following is a DFT calculation (wB97M-V/def2-TZVPD) of 7 unconnected molecules or ions with the total composition H14O7 at a distorted geometry.

The geometry in ORCA input format:
```
! RIJCOSX wB97M-V def2-TZVPD def2/J DEFGRID3
* xyz 0 1
H -0.51134 0.15642 0.35572
H 0.40373 1.21698 0.20265
H 4.47431 0.42934 -0.29697
H 4.93233 -0.90556 -0.98600
H -2.92875 -1.18273 -1.26306
H -4.50066 -1.25473 -1.28007
H 0.50140 -2.04201 -1.83926
H 1.49795 -0.95207 -2.40280
H 1.66582 4.61337 0.20058
H 0.40179 5.10177 -0.37696
H -4.20504 0.64859 1.63325
H -5.21605 0.89802 0.68128
H 1.52660 -3.49613 2.06510
H 1.59962 -2.28863 2.79925
O 0.38457 0.40037 0.71241
O 5.04561 -0.36415 -0.19668
O -3.72663 -1.61006 -1.65761
O 1.08206 -1.36683 -1.61023
O 0.78165 4.32182 -0.04902
O -5.06071 0.24216 1.34444
O 1.85172 -2.56594 1.96397
*
```

As for the HOMO energy: -10.857 eV. The SMILES is O.O.O.O.O.O.O. The lowest unoccupied orbital energy is 0.126 eV. Its energy above the lowest of the compared OMol25 structures with the same formula, charge and spin is 3.079 eV. As for the HOMO-LUMO gap: 0.4036 Eh.

[3]
The following is a DFT calculation (wB97M-V/def2-TZVPD) of 2 unconnected molecules or ions with the total composition C53H58F4N3O2 at a distorted geometry.

The geometry in ORCA input format:
```
! RIJCOSX wB97M-V def2-TZVPD def2/J DEFGRID3
* xyz 1 1
F -2.53887 7.87724 2.34299
C -2.45303 6.50029 2.30140
C -3.64353 5.76717 2.27495
C -3.51000 4.37925 2.25335
F -4.66292 3.61446 2.22949
C -2.29381 3.72556 2.26285
C -1.09443 4.49537 2.25674
C 0.16198 3.83460 2.21884
C 1.37547 4.52013 2.34081
C 2.63162 3.92230 2.37372
C 3.87685 4.60845 2.39391
C 5.06918 3.84287 2.46324
C 6.29460 4.48250 2.43227
F 7.43631 3.71852 2.44431
C 6.42305 5.87138 2.36724
C 5.23962 6.60577 2.33628
F 5.33625 7.97730 2.28470
C 3.97747 6.02906 2.34462
C -1.19920 5.92010 2.29945
H -4.60349 6.24796 2.27628
H -2.23938 2.63364 2.26611
H 0.16761 2.74335 2.12166
H 1.36346 5.60922 2.43569
H 2.67801 2.83426 2.37790
H 5.02449 2.75316 2.53385
H 7.39599 6.34838 2.33505
H 3.08963 6.65966 2.30906
H -0.31473 6.56023 2.31204
C -1.41741 -3.94781 1.88347
C -1.38759 -2.91885 2.99817
C -2.77699 -2.26947 3.07543
C -1.13416 -3.65519 4.32575
C -0.30627 -1.81636 2.85207
C -0.34279 -0.85297 3.86079
C 0.62295 0.13550 3.93575
C 1.71271 0.08756 3.07538
C 1.84717 -0.86625 2.06645
C 3.28566 -0.98052 1.43791
C 3.40663 -1.13824 -0.07331
C 4.00026 -2.16206 2.10263
C 4.12465 0.27421 1.74682
C 0.70637 -1.73332 1.86579
N 0.44961 -2.31095 0.57420
C -0.56900 -1.86745 -0.28136
C -1.59052 -0.98728 0.06371
C -2.76355 -0.77799 -0.75298
C -3.34241 -1.84700 -1.49500
C -4.27968 -1.60214 -2.47068
C -4.69869 -0.27160 -2.70307
N -5.26038 0.08431 -3.95715
O -5.62738 1.26846 -4.13376
O -5.32576 -0.78973 -4.85331
C -4.31935 0.75717 -1.81746
C -3.35734 0.50627 -0.85396
N -0.12926 -2.18213 -1.55785
C -0.60871 -1.66292 -2.81322
C -0.54195 -0.26972 -3.12306
C 0.33257 0.85647 -2.44429
C -0.29214 2.24033 -2.70391
C 1.71582 0.83367 -3.10730
C 0.49421 0.77095 -0.93827
C -1.14817 0.15673 -4.30517
C -1.61290 -0.72835 -5.26441
C -1.46258 -2.08172 -5.04074
C -1.08576 -2.57733 -3.78597
C -1.26814 -4.12551 -3.70413
C -2.67799 -4.46869 -4.22936
C -1.13631 -4.78842 -2.34315
C -0.23786 -4.78038 -4.63330
C 0.97407 -3.02965 -1.44575
C 1.28242 -3.14572 -0.14568
H -0.47145 -4.49121 1.78994
H -2.22447 -4.66863 2.08468
H -1.66520 -3.48188 0.92556
H -2.87530 -1.60067 3.93825
H -2.98014 -1.68817 2.16996
H -3.55461 -3.04124 3.16665
H -1.15305 -2.96757 5.17935
H -1.89743 -4.42689 4.49490
H -0.15072 -4.14207 4.31540
H -1.12190 -0.87562 4.62297
H 0.56003 0.90562 4.69608
H 2.50010 0.81208 3.26273
H 2.81120 -0.41190 -0.63426
H 4.45901 -0.98141 -0.36145
H 3.18025 -2.14620 -0.42734
H 4.10883 -1.99924 3.18243
H 3.44400 -3.09564 1.96474
H 5.00374 -2.28378 1.67210
H 4.33257 0.40148 2.81805
H 5.10983 0.21625 1.26052
H 3.63783 1.18127 1.36339
H -1.44721 -0.37781 0.95017
H -3.02407 -2.86043 -1.26906
H -4.70768 -2.38961 -3.08029
H -4.76427 1.73546 -1.93738
H -3.01608 1.30104 -0.19870
H -1.36618 2.23824 -2.47971
H 0.17351 3.00557 -2.06834
H -0.13778 2.56889 -3.73792
H 2.20082 -0.14601 -3.00507
H 1.62957 1.04396 -4.18050
H 2.37566 1.59889 -2.66961
H 0.88469 -0.18412 -0.59832
H 1.19673 1.53857 -0.58646
H -0.45635 0.95746 -0.42649
H -1.20949 1.21455 -4.54978
H -2.06596 -0.35853 -6.17624
H -1.68169 -2.76756 -5.85891
H -2.83925 -4.16034 -5.26793
H -2.85338 -5.55177 -4.18951
H -3.44194 -3.96623 -3.62367
H -0.09604 -4.90152 -2.02182
H -1.72078 -4.28960 -1.56371
H -1.52293 -5.81449 -2.43022
H 0.78203 -4.50934 -4.33385
H -0.32998 -5.87360 -4.57683
H -0.36546 -4.47840 -5.67867
H 1.44746 -3.47052 -2.30773
H 2.06070 -3.73542 0.30637
*
```

As for the HOMO energy: -8.542 eV. The lowest unoccupied orbital energy is -6.369 eV. As for the HOMO-LUMO gap: 0.0799 Eh.

[4]
The following is a DFT calculation (wB97M-V/def2-TZVPD) of C4H7NO2 in the gas phase at a distorted geometry.

The geometry in ORCA input format:
```
! RIJCOSX wB97M-V def2-TZVPD def2/J DEFGRID3
* xyz 0 1
C 0.38119 -0.79420 -0.67102
C 0.13500 0.06394 0.54072
C 0.59116 1.50816 0.46103
N -1.26923 -1.09833 -0.62881
C -1.42504 -0.13191 0.28624
O 1.07174 -1.99045 -0.58578
O -2.34426 0.59865 0.57449
H 1.75368 -1.90709 0.10142
H -2.02230 -1.20127 -1.29754
H 0.62997 -0.26856 -1.59662
H 0.40997 -0.41871 1.48454
H 1.67446 1.58386 0.58763
H 0.31940 1.96330 -0.49627
H 0.09427 2.09261 1.23996
*
```

As for the HOMO energy: -9.547 eV. The SMILES is C[C@H]1C(=O)N[C@@H]1O. The lowest unoccupied orbital energy is 0.652 eV. Its energy above the lowest of the compared OMol25 structures with the same formula, charge and spin is 1.623 eV. As for the HOMO-LUMO gap: 0.3748 Eh.

[5]
The following is a DFT calculation (wB97M-V/def2-TZVPD) of 2 unconnected molecules or ions with the total composition C3H10NO2 at a distorted geometry.

The geometry in ORCA input format:
```
! RIJCOSX wB97M-V def2-TZVPD def2/J DEFGRID3
* xyz 1 1
C -2.68725 -0.88520 0.25182
C 2.94618 -0.10043 0.27476
C -0.91980 0.71836 0.07368
N -2.19130 0.51690 -0.00880
O -0.21967 1.72851 -0.33327
O 1.76102 0.26833 -0.39755
H -3.48167 -0.93219 0.97377
H -3.06836 -1.17747 -0.70029
H -1.87186 -1.45240 0.68419
H 3.03288 -1.16516 0.34385
H 2.86387 0.31665 1.36473
H 3.83327 0.35517 -0.33237
H -0.56637 -0.25120 0.34451
H -2.95617 1.04451 -0.35392
H 1.89287 -0.13430 -1.33253
H 0.85604 1.73841 -0.23766
*
```

As for the HOMO energy: -14.974 eV. The lowest unoccupied orbital energy is -3.476 eV. Its energy above the lowest of the compared OMol25 structures with the same formula, charge and spin is 2.317 eV. As for the HOMO-LUMO gap: 0.4225 Eh.

[6]
The following is a DFT calculation (wB97M-V/def2-TZVPD) of a molecular structure, C29H40BrN4OScSe5Si.

The geometry in ORCA input format:
```
! RIJCOSX wB97M-V def2-TZVPD def2/J DEFGRID3
* xyz -2 1
Sc -0.50555 0.42768 1.49543
Br 3.41234 1.19338 7.98874
C 2.19447 1.14600 6.52292
C 0.83075 0.96105 6.77347
C -0.06214 0.94111 5.73296
C 0.37142 1.07661 4.39545
O -0.48213 1.04132 3.42169
C 1.75717 1.25489 4.16940
C 2.25889 1.51751 2.85160
N 1.58720 1.39746 1.75763
C 2.15316 1.95824 0.60225
C 3.47273 1.89436 0.24439
C 3.92087 2.60654 -0.88725
C 3.07136 3.40076 -1.60610
C 1.70126 3.47104 -1.25713
C 0.75958 4.30227 -1.90627
C -0.53671 4.29202 -1.48932
C -0.92701 3.39976 -0.46581
N -0.09023 2.60730 0.15672
C 1.23036 2.68595 -0.18949
C 2.65725 1.29825 5.24544
H 0.48695 0.81659 7.78905
H -1.11583 0.76746 5.90212
H 3.26426 1.93826 2.79915
H 4.14027 1.25560 0.81092
H 4.96113 2.52682 -1.17716
H 3.42676 3.97406 -2.45439
H 1.08264 4.93286 -2.72699
H -1.28787 4.91514 -1.95490
H -1.96424 3.32688 -0.16048
H 3.71413 1.42520 5.04707
Se 0.58252 -3.59940 3.36494
Se -0.59390 -2.87783 5.23927
Se 3.60554 -1.59001 1.91718
Se 1.35992 -1.52190 2.53163
N -1.84339 -1.22003 2.35865
H -1.82109 -2.12649 1.90127
H -2.81001 -0.90749 2.37339
H -1.57920 -1.41685 3.33540
Se -3.03197 1.89549 1.88264
C -4.37928 1.14257 0.89416
N -5.26249 0.66522 0.31721
C -1.84844 -3.53746 -2.37236
C -1.76132 -2.62094 -1.14289
C -3.19633 -2.19310 -0.80244
C -1.23134 -3.49675 0.01377
Si -0.66178 -0.98219 -1.28365
C -1.51021 0.15145 -2.67988
C -0.49386 1.20018 -3.14370
C -2.06187 -0.53717 -3.93355
C -2.67727 0.92044 -2.05058
C 1.07526 -1.57218 -2.02525
C 1.10468 -1.89662 -3.52522
C 1.56732 -2.82995 -1.29418
C 2.13284 -0.50096 -1.73812
H -2.50810 -4.38819 -2.14529
H -0.87493 -3.95177 -2.63865
H -2.25354 -3.03720 -3.25122
H -3.79040 -3.06861 -0.50687
H -3.69967 -1.73645 -1.65581
H -3.24399 -1.46971 0.01494
H -2.06018 -3.96732 0.55824
H -0.61335 -2.95963 0.73289
H -0.59948 -4.30709 -0.35074
H 0.29111 0.77765 -3.77067
H -0.00716 1.68668 -2.30046
H -1.00370 1.97936 -3.73003
H -1.32425 -1.16484 -4.43459
H -2.39585 0.22528 -4.65445
H -2.93110 -1.15403 -3.70125
H -2.38628 1.41123 -1.12170
H -3.52427 0.28374 -1.80491
H -3.03924 1.69478 -2.74508
H 0.36672 -2.65197 -3.80076
H 2.09591 -2.29457 -3.78870
H 0.93455 -1.02254 -4.15452
H 0.99930 -3.71650 -1.57869
H 1.53159 -2.72174 -0.20896
H 2.61745 -3.01335 -1.55719
H 1.87156 0.48882 -2.12032
H 3.09263 -0.79127 -2.19082
H 2.30713 -0.43122 -0.66323
*
```

As for the HOMO energy: -1.143 eV. The lowest unoccupied orbital energy is 3.587 eV. Its energy above the lowest of the compared OMol25 structures with the same formula, charge and spin is 0.387 eV. As for the HOMO-LUMO gap: 0.1738 Eh.

Total energy in a.u., matching the order above: -398.6237; -535.0107; -2768.1491; -361.8212; -325.2324; -17054.9815